Record 1
The following is a DFT calculation (ωB97M-V/def2-TZVPD) of 3 unconnected molecules or ions with the total composition C3H11NS.

Each line ends with the Mulliken charge.
CARTESIAN COORDINATES (ANGSTROEM)
C  1.98047  -0.14332  0.68221  -0.904
C  1.12256  -0.74044  -0.43135  -0.291
N  -0.14199  -1.24693  0.06999  -0.428
C  -1.06329  -1.72652  -1.03466  -0.809
H  2.19095  -0.86364  1.49058  0.292
H  2.93931  0.29185  0.41293  0.361
H  1.39212  0.66384  1.15508  0.065
H  0.91284  0.05471  -1.15948  0.290
H  1.72161  -1.52791  -0.89341  0.430
H  -0.56947  -0.36375  0.50805  -0.048
H  -0.44137  0.66841  1.98496  0.235
H  -1.06880  -0.97156  -1.83229  0.307
H  -2.06731  -1.90635  -0.61187  0.308
H  -0.64331  -2.67810  -1.37223  0.288
S  -0.87874  1.77903  0.21614  -0.253
H  -1.55113  2.55828  1.07243  0.157

Record 2
The following is a DFT calculation (ωB97M-V/def2-TZVPD) of 2 unconnected molecules or ions with the total composition C3H11NS.

Calculated values
SMILES string: CCN.CS

Each line ends with the Mulliken charge.
CARTESIAN COORDINATES (ANGSTROEM)
C  0.90499  1.26798  5.48343  -0.611
S  0.63606  -0.41589  5.31233  -0.196
H  1.73170  1.73605  4.85224  0.239
H  1.28751  1.29962  6.57754  0.226
H  -0.08090  1.82456  5.43268  0.251
C  -0.50006  0.28704  -2.31250  -0.840
C  -0.25995  -0.38900  -3.84824  -0.319
N  -0.21880  -1.83802  -3.80588  -0.540
H  -0.35287  -0.37288  -1.36173  0.264
H  -1.60085  0.42984  -2.32050  0.260
H  0.10024  1.18590  -2.17837  0.294
H  0.87746  -0.20869  -4.10975  0.210
H  -0.76419  -0.00455  -4.84432  0.253
H  -0.98519  -2.21821  -3.39969  0.174
H  -0.11495  -1.98267  -4.83252  0.245
H  -0.66021  -0.60108  5.35527  0.091

Record 3
The following is a DFT calculation (ωB97M-V/def2-TZVPD) of 2 unconnected molecules or ions with the total composition C3H11NS2.

Calculated values
SMILES string: CN(C)C.SS

Each line ends with the Mulliken charge.
CARTESIAN COORDINATES (ANGSTROEM)
S  0.81787  -2.80328  2.59625  -0.178
S  2.44404  -1.33389  2.49196  -0.151
H  -0.15678  -1.96168  2.16358  0.167
H  3.31333  -2.05060  3.21576  0.156
C  -0.72726  -0.61328  -0.33887  -0.659
N  -0.25118  0.39249  -1.31088  -0.217
C  -1.41473  1.24415  -1.65229  -0.859
C  0.77574  1.22397  -0.59761  -0.773
H  -1.37253  -1.36407  -0.82696  0.300
H  -1.33935  -0.11402  0.45213  0.361
H  0.06464  -1.15073  0.19783  0.084
H  -1.21007  1.97799  -2.45716  0.296
H  -2.19646  0.50964  -2.00154  0.284
H  -1.84660  1.72325  -0.75654  0.347
H  1.13782  1.99003  -1.23965  0.319
H  1.62741  0.58994  -0.24940  0.226
H  0.33410  1.74007  0.31339  0.295

Record 4
The following is a DFT calculation (ωB97M-V/def2-TZVPD) of a single C3H11NSi molecule.

Calculated values
SMILES string: CCN[SiH2]C

Each line ends with the Mulliken charge.
CARTESIAN COORDINATES (ANGSTROEM)
C  -0.74145  1.01587  -2.19824  -1.044
C  1.28693  -1.77408  1.73762  -1.042
C  -0.51034  1.24123  -0.74943  -0.441
N  0.02104  -0.06237  -0.25154  -0.151
Si  0.66002  0.00376  1.32377  0.271
H  -1.43928  0.12943  -2.22066  0.216
H  -0.96166  1.81595  -2.85859  0.369
H  0.36435  0.68153  -2.44051  0.245
H  2.32790  -1.77560  1.81543  0.334
H  0.92467  -2.28661  2.64944  0.312
H  1.10496  -2.36396  0.83779  0.278
H  0.18093  2.02679  -0.70834  0.367
H  -1.45498  1.51707  -0.08573  0.284
H  -0.32113  -0.87329  -0.69533  0.297
H  -0.30835  0.17825  2.36678  -0.158
H  1.57005  1.23124  1.30643  -0.136

LUMO level in eV, matching the order above: -1.9, 1.0, -0.2, 1.1